No. 1
{"formula": "C30H56BN9O7P2", "method": "ωB97M-V with the def2-TZVPD basis set", "orbital_gap_ev": 8.4, "smiles": "[H]/N=C(\\N)NCCCC[C@@]1(B(O)CC)C(=O)O[C@@](OC#N)([PH2]=O)[C@]1(CNC)P(O)O.CCCC#N.CCCC#N.CCCC#N.CCCC#N", "homo_ha": -0.2969, "spin_multiplicity": 1, "elements": ["C", "C", "B", "O", "C", "C", "C", "C", "C", "N", "C", "N", "N", "C", "O", "O", "C", "O", "C", "N", "P", "O", "C", "C", "N", "C", "P", "O", "O", "H", "H", "H", "H", "H", "H", "H", "H", "H", "H", "H", "H", "H", "H", "H", "H", "H", "H", "H", "H", "H", "H", "H", "H", "H", "H", "H", "H", "C", "C", "C", "C", "N", "H", "H", "H", "H", "H", "H", "H", "C", "C", "C", "C", "N", "H", "H", "H", "H", "H", "H", "H", "C", "C", "C", "C", "N", "H", "H", "H", "H", "H", "H", "H", "C", "C", "C", "C", "N", "H", "H", "H", "H", "H", "H", "H"], "positions_angstrom": [[-1.120, -0.835, -2.571], [-0.502, 0.026, -1.441], [-0.266, -0.782, -0.118], [-1.299, -0.753, 0.799], [1.059, -1.645, 0.276], [1.382, -1.159, 1.718], [2.880, -1.103, 2.093], [3.110, -1.703, 3.503], [4.501, -2.310, 3.691], [4.422, -3.749, 3.334], [5.629, -4.330, 2.995], [6.031, -5.368, 3.613], [6.307, -3.707, 1.920], [2.066, -1.255, -0.783], [2.935, -0.433, -0.807], [1.768, -2.050, -1.888], [1.586, -3.372, -1.420], [0.676, -3.916, -2.385], [1.066, -5.007, -2.960], [1.420, -5.904, -3.621], [3.364, -4.035, -1.627], [3.948, -3.600, -2.903], [1.010, -3.182, 0.024], [1.865, -3.981, 1.052], [1.779, -5.427, 0.900], [3.010, -6.098, 1.358], [-0.643, -4.085, 0.109], [-1.643, -3.256, -0.882], [-1.165, -3.990, 1.687], [-1.167, -0.273, -3.495], [-0.639, -1.794, -2.690], [-2.149, -1.027, -2.278], [-1.262, 0.774, -1.210], [0.361, 0.590, -1.791], [-1.354, -1.585, 1.277], [0.775, -1.681, 2.451], [1.030, -0.129, 1.736], [3.190, -0.067, 2.163], [3.527, -1.596, 1.376], [2.394, -2.515, 3.623], [2.867, -0.951, 4.249], [4.745, -2.283, 4.750], [5.252, -1.811, 3.095], [4.006, -4.266, 4.094], [6.912, -5.691, 3.228], [5.830, -3.912, 1.050], [7.233, -4.097, 1.831], [4.142, -3.502, -0.573], [3.383, -5.434, -1.441], [1.432, -3.751, 2.028], [2.884, -3.603, 1.105], [1.666, -5.697, -0.068], [3.881, -5.573, 0.946], [3.033, -7.083, 0.905], [3.071, -6.152, 2.436], [-2.517, -3.071, -0.486], [-0.554, -3.535, 2.280], [-4.573, 1.616, -0.317], [-5.326, 0.891, 0.790], [-4.562, -0.322, 1.335], [-4.330, -1.305, 0.276], [-4.156, -2.065, -0.568], [-4.419, 0.972, -1.187], [-5.137, 2.483, -0.648], [-3.597, 1.959, 0.032], [-6.300, 0.572, 0.415], [-5.512, 1.586, 1.610], [-5.127, -0.803, 2.134], [-3.597, -0.014, 1.740], [-4.627, 5.919, -3.023], [-6.038, 5.386, -3.230], [-6.972, 5.694, -2.054], [-6.475, 5.080, -0.819], [-6.081, 4.587, 0.141], [-4.150, 5.451, -2.158], [-4.008, 5.707, -3.892], [-4.633, 6.998, -2.872], [-5.995, 4.306, -3.390], [-6.456, 5.827, -4.135], [-7.972, 5.309, -2.251], [-7.049, 6.771, -1.900], [8.172, -0.299, 4.261], [9.064, -1.054, 5.240], [8.592, -2.491, 5.484], [7.242, -2.503, 6.050], [6.182, -2.501, 6.490], [7.155, -0.198, 4.644], [8.557, 0.707, 4.091], [8.125, -0.810, 3.297], [9.097, -0.513, 6.188], [10.084, -1.080, 4.852], [9.262, -3.001, 6.176], [8.582, -3.053, 4.549], [-8.175, 10.009, -5.162], [-7.743, 9.851, -6.615], [-7.309, 8.422, -6.957], [-6.164, 8.016, -6.136], [-5.270, 7.707, -5.485], [-7.353, 9.797, -4.476], [-8.503, 11.030, -4.970], [-9.002, 9.337, -4.923], [-6.924, 10.541, -6.824], [-8.571, 10.131, -7.269], [-7.024, 8.351, -8.006], [-8.128, 7.722, -6.783]], "lowdin_charge": [-0.07, -0.11, -0.43, 0.13, -0.18, -0.10, -0.16, -0.17, -0.19, 0.03, -0.59, 0.13, 0.12, -0.42, 0.19, 0.05, -0.45, 0.03, -0.36, 0.20, 0.81, -0.37, -0.34, -0.26, -0.11, -0.11, 0.95, -0.27, -0.25, 0.08, 0.05, 0.06, 0.10, 0.10, 0.08, 0.11, 0.12, 0.12, 0.09, 0.09, 0.11, 0.07, 0.10, 0.12, 0.03, 0.06, 0.08, 0.03, 0.03, 0.10, 0.07, 0.06, 0.04, 0.09, 0.07, 0.01, 0.04, -0.11, -0.25, -0.17, -0.19, 0.18, 0.07, 0.03, 0.08, 0.11, 0.11, 0.12, 0.11, -0.13, -0.27, -0.18, -0.22, 0.16, 0.07, 0.06, 0.06, 0.11, 0.08, 0.12, 0.12, -0.11, -0.26, -0.18, -0.22, 0.16, 0.07, 0.07, 0.07, 0.11, 0.11, 0.12, 0.11, -0.11, -0.26, -0.18, -0.21, 0.18, 0.07, 0.07, 0.08, 0.11, 0.11, 0.12, 0.12]}

No. 2
{"formula": "C30H56F3N12O2STi", "method": "ωB97M-V with the def2-TZVPD basis set", "total_charge": 1, "orbital_gap_ev": [6.8, 8.7], "relative_energy_kcal_mol": 0.0, "homo_ha": [-0.3066, -0.3740], "spin_multiplicity": 3, "elements": ["Ti", "C", "N", "C", "C", "N", "C", "C", "N", "C", "C", "N", "C", "N", "C", "C", "N", "C", "C", "C", "C", "N", "C", "N", "C", "C", "N", "C", "C", "N", "C", "C", "H", "H", "H", "H", "H", "H", "H", "H", "H", "H", "H", "H", "H", "H", "H", "H", "H", "H", "H", "H", "H", "H", "H", "H", "H", "H", "H", "H", "H", "H", "H", "H", "H", "H", "H", "H", "H", "H", "H", "H", "H", "H", "H", "H", "H", "H", "H", "H", "F", "C", "F", "F", "C", "O", "O", "N", "C", "S", "N", "C", "C", "C", "C", "C", "C", "H", "H", "H", "H", "H", "H", "H", "H"], "positions_angstrom": [[0.493, 0.049, 0.516], [4.795, -0.786, 1.304], [4.612, -1.076, -0.104], [5.750, -1.649, -0.792], [3.368, -0.995, -0.675], [2.563, 0.042, -0.550], [3.238, 1.320, -0.296], [2.247, 2.463, -0.382], [1.182, 2.334, 0.621], [1.675, 2.558, 2.001], [1.590, 1.301, 2.869], [0.313, 0.641, 2.624], [-0.512, 0.420, 3.602], [-0.411, 1.042, 4.822], [-0.320, 2.484, 4.915], [-0.845, 0.380, 6.032], [-1.575, -0.448, 3.360], [-1.308, -1.876, 3.396], [-2.887, -0.088, 3.858], [0.023, 3.198, 0.310], [-1.290, 2.467, 0.555], [-1.261, 1.249, -0.249], [-2.210, 1.068, -1.136], [-1.973, 0.351, -2.270], [-0.665, 0.294, -2.881], [-2.984, -0.493, -2.879], [-3.479, 1.547, -0.973], [-4.280, 2.052, -2.065], [-4.131, 1.512, 0.319], [2.975, -2.055, -1.430], [3.446, -3.405, -1.193], [2.060, -1.894, -2.540], [5.413, -1.573, 1.744], [5.293, 0.172, 1.484], [3.828, -0.800, 1.805], [6.608, -0.980, -0.686], [6.030, -2.629, -0.395], [5.528, -1.744, -1.853], [3.731, 1.353, 0.682], [4.024, 1.488, -1.043], [2.773, 3.424, -0.275], [1.773, 2.445, -1.367], [2.708, 2.920, 1.972], [1.078, 3.353, 2.453], [2.382, 0.602, 2.580], [1.744, 1.550, 3.926], [-0.208, 2.916, 3.924], [-1.235, 2.890, 5.359], [0.527, 2.802, 5.530], [-0.799, -0.700, 5.912], [-0.165, 0.653, 6.841], [-1.857, 0.668, 6.334], [-0.252, -2.050, 3.206], [-1.560, -2.297, 4.379], [-1.902, -2.380, 2.637], [-3.059, -0.369, 4.904], [-3.052, 0.984, 3.747], [-3.631, -0.607, 3.252], [0.078, 4.130, 0.886], [0.074, 3.466, -0.748], [-1.389, 2.228, 1.620], [-2.123, 3.127, 0.292], [0.140, 0.417, -2.159], [-0.542, -0.677, -3.357], [-0.552, 1.068, -3.651], [-3.851, -0.555, -2.228], [-3.286, -0.120, -3.861], [-2.580, -1.501, -2.994], [-3.672, 2.152, -2.959], [-5.130, 1.402, -2.287], [-4.668, 3.039, -1.800], [-3.469, 1.065, 1.054], [-4.412, 2.516, 0.651], [-5.032, 0.897, 0.261], [4.173, -3.723, -1.947], [3.896, -3.472, -0.205], [2.597, -4.087, -1.229], [2.075, -0.858, -2.868], [2.389, -2.537, -3.359], [1.037, -2.164, -2.264], [1.499, -4.579, 1.394], [0.474, -4.021, 0.757], [-0.657, -4.413, 1.374], [0.437, -4.546, -0.488], [0.589, -2.472, 0.699], [1.398, -1.903, 1.453], [-0.158, -1.875, -0.131], [-2.349, -3.303, -1.190], [-3.526, -3.036, -0.571], [-3.611, -1.685, 0.411], [-4.509, -3.926, -0.854], [-5.868, -4.050, -0.450], [-6.439, -5.299, -0.691], [-7.762, -5.540, -0.371], [-8.533, -4.535, 0.194], [-7.965, -3.296, 0.422], [-6.639, -3.036, 0.104], [-1.565, -2.739, -0.880], [-2.142, -4.239, -1.502], [-4.217, -4.710, -1.420], [-5.842, -6.090, -1.128], [-8.188, -6.514, -0.562], [-9.566, -4.720, 0.449], [-8.560, -2.503, 0.855], [-6.212, -2.073, 0.286]], "lowdin_charge": [0.90, -0.04, -0.15, -0.05, -0.39, 0.02, -0.20, -0.18, -0.22, -0.15, -0.18, 0.01, -0.37, -0.15, -0.05, -0.05, -0.15, -0.06, -0.07, -0.16, -0.21, 0.01, -0.40, -0.12, -0.04, -0.07, -0.16, -0.05, -0.10, -0.13, -0.04, -0.04, 0.10, 0.09, 0.07, 0.10, 0.09, 0.10, 0.09, 0.13, 0.13, 0.12, 0.13, 0.10, 0.10, 0.12, 0.07, 0.10, 0.10, 0.09, 0.10, 0.09, 0.08, 0.09, 0.05, 0.08, 0.10, 0.07, 0.12, 0.12, 0.10, 0.12, 0.05, 0.09, 0.10, 0.06, 0.10, 0.08, 0.09, 0.09, 0.09, 0.05, 0.09, 0.08, 0.10, 0.10, 0.08, 0.09, 0.10, 0.07, 0.17, -0.53, 0.15, 0.13, -0.55, 0.00, -0.11, 0.09, -0.82, 0.74, 0.07, -0.23, -0.04, -0.08, -0.09, -0.08, -0.04, 0.03, 0.11, 0.13, 0.11, 0.11, 0.10, 0.11, 0.04]}

> Which formula does entry 2 have?

C30H56F3N12O2STi